No. 1
Below is C11H22NO3 as an isolated structure, with properties calculated with ωB97M-V with the def2-TZVPD basis set.

Computed properties:
Lowest unoccupied orbital energy   -0.09146 Ha
Energy   -19386.2846 eV
ΔE to the lowest compared entry with this formula, charge and spin   4.446 eV
Frontier orbital gap   10.01 eV

The geometry in ORCA input format:
```
! RIJCOSX wB97M-V def2-TZVPD def2/J DEFGRID3
* xyz 1 1
C -1.5147 -0.0683 -2.2752
C 0.5361 1.4111 -0.2913
C -2.0348 1.2858 -2.8951
C -0.7492 -0.8163 0.0459
C -1.7647 0.0567 -0.7404
C -1.4826 1.5336 -0.6053
C -3.2425 -0.4300 -0.3611
C 1.6252 -1.1734 2.3202
C 2.1736 -1.2005 -0.1814
C 2.6362 0.8721 1.4731
C 1.7772 -0.2954 1.0104
N 0.3458 0.2104 0.5755
O -1.9117 2.1321 -1.7198
O -1.1181 -1.5885 1.1081
O -1.9192 2.1760 0.5366
H -2.0266 -0.9655 -2.7122
H -0.3716 -0.2119 -2.3560
H 0.9619 1.1165 -1.2598
H 0.7273 2.2645 0.2933
H -1.3514 1.4090 -3.7027
H -3.0534 1.2302 -3.1101
H -0.1341 -1.4720 -0.7168
H -3.2580 -1.5263 -0.2834
H -3.9875 0.1640 -0.9477
H -3.3307 -0.0621 0.7438
H 0.7156 -1.0385 2.9979
H 1.5333 -2.1712 2.0777
H 2.4684 -1.0716 2.9208
H 3.1850 -1.1970 -0.2041
H 1.8559 -0.6914 -1.0529
H 1.9559 -2.2041 -0.1203
H 3.4439 0.5779 2.0571
H 3.1686 1.2211 0.6647
H 2.0783 1.5098 2.0435
H 0.0286 0.6299 1.3992
H -1.1819 -1.1725 1.9766
H -2.1520 3.0687 0.3936
*
```

How is the electron density shared among the atoms? According to Löwdin, the charges in e are: C -0.07; C 0.07; C -0.05; C -0.23; C -0.35; C -0.39; C 0.03; C 0.00; C 0.01; C -0.01; C -0.40; N -0.02; O 0.01; O 0.05; O 0.10; H 0.15; H 0.13; H 0.11; H 0.10; H 0.12; H 0.11; H 0.18; H 0.09; H 0.11; H 0.11; H 0.11; H 0.05; H 0.06; H 0.07; H 0.07; H 0.08; H 0.08; H 0.08; H 0.08; H 0.13; H 0.12; H 0.11

=====

No. 2
Below is a 3-piece molecular cluster, C4H14O3 overall, with properties calculated with ωB97M-V with the def2-TZVPD basis set.

Computed properties:
Lowest unoccupied orbital energy   0.02469 Ha
SMILES string   CCCCO.O.O
Energy   -10516.7476 eV
ΔE to the lowest compared entry with this formula, charge and spin   1.182 eV
Frontier orbital gap   11.06 eV

The geometry in ORCA input format:
```
! RIJCOSX wB97M-V def2-TZVPD def2/J DEFGRID3
* xyz 0 1
C 0.7237 0.4027 1.9543
O 2.0917 0.7116 2.1128
C 0.0449 1.2477 0.8982
C -1.4797 0.9107 0.7631
C -1.9127 -0.5289 0.9602
H 0.1504 0.6068 2.8681
H 0.6182 -0.6650 1.7467
H 2.3861 1.1186 1.3008
H 0.0045 2.2553 1.3201
H 0.7008 1.2350 0.0187
H -1.8992 1.5719 1.5274
H -1.8610 1.3247 -0.1699
H -1.5959 -1.0857 1.8350
H -3.0055 -0.5127 0.9904
H -1.6713 -1.0978 0.0586
H 5.6936 -1.5470 -0.1772
H 4.3789 -0.8633 0.2420
O 5.3008 -0.7073 -0.0222
H -2.6638 -2.1893 -5.9305
H -2.7095 -0.6996 -6.1665
O -3.2953 -1.4883 -6.1300
*
```

How is the electron density shared among the atoms? According to Löwdin, the charges in e are: C -0.31; O -0.06; C -0.20; C -0.25; C -0.12; H 0.13; H 0.11; H 0.07; H 0.11; H 0.11; H 0.10; H 0.10; H 0.07; H 0.07; H 0.08; H 0.01; H 0.04; O -0.05; H 0.03; H 0.05; O -0.08

=====

No. 3
Below is a 3-piece molecular cluster, C25H50F5N3P overall, with properties calculated with ωB97M-V with the def2-TZVPD basis set.

Computed properties:
Lowest unoccupied orbital energy   -0.11021 Ha
Energy   -54070.4753 eV
ΔE to the lowest compared entry with this formula, charge and spin   3.599 eV
Frontier orbital gap   7.05 eV

The geometry in ORCA input format:
```
! RIJCOSX wB97M-V def2-TZVPD def2/J DEFGRID3
* xyz 1 1
F 7.3339 -1.1022 -0.5580
C 6.5972 -2.2729 -0.8371
F 6.8658 -2.6330 -2.1873
F 7.1041 -3.3228 -0.0363
C 5.0059 -2.1343 -0.6447
F 4.6278 -3.1685 0.2985
F 4.3837 -2.4831 -1.8726
C 4.5126 -0.7543 -0.0142
C 3.0253 -0.3120 -0.4693
C 2.1162 0.2032 0.7840
P 0.4209 -0.6020 0.5927
C -0.8713 0.5485 -0.2316
C -2.0189 -0.4426 -0.7962
C -3.3515 0.3001 -1.2912
C -4.3956 -0.8447 -1.7268
N -5.1364 -1.4593 -0.5970
C -6.0121 -2.5798 -0.8729
C -6.7458 -3.0855 0.3915
C -6.1859 -2.1339 1.5039
C -5.1859 -1.1616 0.8208
H 4.4844 -0.9081 1.1302
H 5.1982 0.1374 -0.1991
H 2.4670 -1.1804 -0.9717
H 3.1270 0.5857 -1.1700
H 2.5601 -0.2080 1.7699
H 2.0582 1.3388 0.8686
H -0.1131 -1.0516 1.8501
H 0.4446 -1.7775 -0.2578
H -1.2758 1.3029 0.5427
H -0.3946 1.1003 -1.1322
H -1.5394 -1.0314 -1.6662
H -2.2975 -1.1369 0.0911
H -3.0705 0.8741 -2.2529
H -3.7690 1.0696 -0.5602
H -5.1807 -0.3417 -2.4063
H -3.8306 -1.5894 -2.3862
H -6.2151 -3.0733 -1.8791
H -7.5065 -3.9238 0.4983
H -6.4844 -2.1569 2.5993
H -4.5941 -0.3249 1.3199
C -4.0120 0.4478 4.6980
C -2.9110 -0.5638 4.9941
N -1.5962 0.0368 5.2129
C -0.5148 -0.9487 5.2490
C -0.5189 -1.9649 6.3890
C -1.5244 1.0698 6.2433
C -1.9361 0.6890 7.6646
H -3.7657 1.0593 3.8250
H -4.9467 -0.0792 4.4854
H -4.2011 1.1101 5.5457
H -2.8487 -1.2305 4.1262
H -3.2208 -1.1816 5.8435
H 0.4500 -0.4274 5.2473
H -0.5332 -1.5030 4.3008
H -0.1812 -1.5230 7.3263
H 0.1749 -2.7797 6.1577
H -1.5009 -2.4154 6.5451
H -2.1421 1.9156 5.9253
H -0.5077 1.4740 6.2707
H -2.8399 0.0756 7.6911
H -2.1432 1.5939 8.2418
H -1.1403 0.1573 8.1875
C 4.6172 1.5674 -4.0591
C 3.3796 1.1391 -4.8385
N 2.2206 2.0053 -4.6331
C 0.9835 1.4487 -5.1848
C 0.8996 1.2721 -6.6996
C 2.4270 3.4279 -4.8934
C 2.8817 3.8381 -6.2933
H 4.4120 1.6176 -2.9854
H 5.4187 0.8392 -4.2139
H 4.9961 2.5378 -4.3875
H 3.1228 0.1290 -4.4998
H 3.6428 1.0579 -5.8983
H 0.1344 2.0588 -4.8547
H 0.8186 0.4683 -4.7200
H 0.7305 2.2208 -7.2091
H 0.0512 0.6264 -6.9478
H 1.7924 0.8022 -7.1167
H 3.1598 3.8061 -4.1734
H 1.5075 3.9700 -4.6521
H 3.6570 3.1805 -6.6938
H 3.2992 4.8479 -6.2627
H 2.0495 3.8627 -6.9977
*
```

How is the electron density shared among the atoms? According to Löwdin, the charges in e are: F 0.09; C -0.32; F 0.09; F 0.10; C -0.27; F 0.02; F 0.06; C -0.06; C -0.21; C -0.30; P 1.07; C -0.31; C -0.28; C -0.18; C -0.17; N -0.16; C -0.09; C -0.06; C -0.07; C -0.09; H 0.14; H 0.14; H 0.09; H 0.11; H 0.10; H 0.11; H 0.03; H 0.06; H 0.11; H 0.11; H 0.12; H 0.11; H 0.13; H 0.12; H 0.14; H 0.13; H 0.11; H 0.09; H 0.08; H 0.09; C -0.09; C -0.27; N -0.20; C -0.27; C -0.08; C -0.25; C -0.08; H 0.07; H 0.07; H 0.07; H 0.11; H 0.10; H 0.11; H 0.08; H 0.06; H 0.08; H 0.07; H 0.10; H 0.11; H 0.07; H 0.08; H 0.06; C -0.09; C -0.27; N -0.20; C -0.26; C -0.09; C -0.25; C -0.08; H 0.06; H 0.08; H 0.07; H 0.11; H 0.10; H 0.11; H 0.10; H 0.06; H 0.07; H 0.07; H 0.10; H 0.11; H 0.07; H 0.08; H 0.06

=====

No. 4
Below is a 2-piece molecular cluster, C4H8N2O overall, with properties calculated with ωB97M-V with the def2-TZVPD basis set.

Computed properties:
Lowest unoccupied orbital energy   0.03332 Ha
SMILES string   N=C=CN.CC=O
Energy   -9303.3177 eV
ΔE to the lowest compared entry with this formula, charge and spin   3.075 eV
Frontier orbital gap   9.00 eV

The geometry in ORCA input format:
```
! RIJCOSX wB97M-V def2-TZVPD def2/J DEFGRID3
* xyz 0 1
C 2.1554 -0.5592 0.3945
C 1.5484 -1.0079 -0.9059
O 0.5915 -1.7413 -0.9989
C -1.2649 -0.0403 0.6107
N -1.0018 -0.6312 1.6646
C -1.3747 0.7141 -0.4620
N -1.9886 1.9961 -0.5001
H 1.3966 -0.5410 1.1817
H 2.6296 0.4204 0.2843
H 2.9345 -1.2780 0.6794
H 2.0427 -0.6319 -1.8261
H -1.6568 -1.3863 1.8769
H -0.9454 0.3503 -1.3900
H -2.8038 1.9978 -1.1043
H -2.2734 2.3030 0.4224
*
```

How is the electron density shared among the atoms? According to Löwdin, the charges in e are: C -0.06; C -0.32; O 0.02; C -0.20; N 0.13; C -0.22; N 0.01; H 0.05; H 0.08; H 0.09; H 0.12; H 0.07; H 0.10; H 0.07; H 0.07